1.
17
Properties=species:S:1:pos:R:3 method="wB97M-V/def2-TZVPD" max_force_ev_per_a=0.195 lumo_ev=1.0 e_above_lowest_kcal_mol=78.3 orbital_gap_ev=10.67 charge=0
C 2.04267 0.75766 0.88326
C 1.13454 -0.41529 0.52802
C -0.31198 -0.00050 0.36371
O -0.44383 0.90054 -0.79249
C -1.26424 -1.05900 -0.19510
C -1.60233 -0.14127 -1.38391
O -2.57903 0.71448 -1.25644
H 3.08914 0.44235 0.93859
H 1.96004 1.54480 0.12724
H 1.77134 1.18882 1.85369
H 1.46617 -0.88294 -0.40812
H 1.17998 -1.19066 1.30442
H -0.67252 0.51640 1.26036
H -1.54769 1.35929 -0.76051
H -2.14973 -1.27436 0.40545
H -0.75929 -1.98846 -0.47600
H -1.31325 -0.47188 -2.39216

---

2.
17
Properties=species:S:1:pos:R:3 method="wB97M-V/def2-TZVPD" max_force_ev_per_a=3.654 lumo_ev=1.1 e_above_lowest_kcal_mol=69.1 orbital_gap_ev=10.72 charge=0
C -1.99015 -0.77749 -0.72373
C -0.64370 -0.12721 -1.04035
C -0.34328 1.32424 -0.57250
O 0.15396 1.12443 0.72756
C 1.07804 0.15830 0.41924
C 1.80292 -0.40747 1.63640
O 0.38928 -0.81938 -0.31124
H -1.95770 -1.84392 -0.98762
H -2.80422 -0.31775 -1.29575
H -2.22180 -0.70002 0.34251
H -0.43980 -0.21057 -2.11449
H -1.23525 1.98502 -0.48359
H 0.75217 1.54962 -1.11474
H 1.80187 0.83602 -0.52336
H 1.19023 -1.00381 2.33407
H 2.60418 -1.04888 1.27491
H 2.23446 0.42346 2.20044

---

3.
17
Properties=species:S:1:pos:R:3 method="wB97M-V/def2-TZVPD" max_force_ev_per_a=0.553 lumo_ev=0.9 e_above_lowest_kcal_mol=100.1 orbital_gap_ev=9.49 charge=0
C -2.49714 -0.29289 -0.13278
C -1.14581 0.16974 -0.63976
C -0.00089 0.08211 0.19818
O 0.59237 -1.49791 -0.64759
C 1.18648 0.98853 0.03622
C 2.47076 0.27954 0.40981
O 3.43076 0.20884 -0.31783
H -3.14755 -0.59227 -0.96198
H -2.39132 -1.16707 0.52237
H -3.01930 0.48990 0.43034
H -0.41594 -0.89443 -1.13568
H -1.13699 0.98685 -1.36293
H -0.09754 -0.39773 1.17226
H 1.38406 -1.40883 -1.20554
H 1.03978 1.84981 0.70243
H 1.26958 1.35857 -0.99079
H 2.47339 -0.20520 1.40819

---

4.
17
Properties=species:S:1:pos:R:3 method="wB97M-V/def2-TZVPD" max_force_ev_per_a=0.348 lumo_ev=1.0 e_above_lowest_kcal_mol=60.1 orbital_gap_ev=10.60 charge=0
C 1.96623 1.22678 -0.50313
O 0.86012 0.71421 0.19555
C 0.36424 -0.53488 -0.19885
C 0.18612 -1.53533 0.95048
O -1.22702 -1.61026 0.72923
C -1.17962 -0.59201 -0.28916
C -1.90173 0.67933 0.10262
H 2.91373 0.75910 -0.19227
H 1.84183 1.13606 -1.59199
H 2.01700 2.28951 -0.25863
H 0.87903 -0.93570 -1.08132
H 0.43119 -1.08541 1.92057
H 0.67087 -2.51540 0.85709
H -1.57998 -0.98683 -1.23156
H -2.03225 1.32820 -0.77124
H -2.88391 0.42659 0.51652
H -1.32585 1.23604 0.84609

---

5.
17
Properties=species:S:1:pos:R:3 method="wB97M-V/def2-TZVPD" max_force_ev_per_a=2.205 lumo_ev=0.6 e_above_lowest_kcal_mol=66.6 orbital_gap_ev=9.45 charge=0
C 1.11466 0.59775 -2.62576
C 0.06427 0.27677 -1.86533
C -0.11929 -0.72100 -0.81099
C -1.07819 -0.53139 0.09967
C -1.27799 -1.12654 1.45059
O -1.02019 -0.16291 2.45160
H 2.03415 0.00489 -2.59584
H 1.35487 1.57807 -3.02002
H -0.78779 0.94238 -2.04253
H 0.68564 -1.43759 -0.66217
H -1.80893 0.24338 -0.13861
H -0.57897 -1.95213 1.64719
H -2.30572 -1.47155 1.56030
H -0.19903 0.36069 2.42784
O 1.38402 0.73749 1.39355
H 1.67188 1.44149 1.99915
H 0.86658 1.22022 0.73135

---

6.
17
Properties=species:S:1:pos:R:3 method="wB97M-V/def2-TZVPD" max_force_ev_per_a=1.455 lumo_ev=0.7 e_above_lowest_kcal_mol=60.8 orbital_gap_ev=9.50 charge=0
C 1.94259 -1.39701 0.44659
C 0.86237 -0.85816 -0.48721
C -0.00177 0.20711 0.15960
O 0.89711 1.23414 0.58429
C -0.99736 0.90596 -0.75750
C -2.19864 1.28914 -0.28885
O -2.88777 0.35881 0.41879
H 2.56968 -2.13201 -0.06831
H 2.58079 -0.58298 0.80118
H 1.50223 -1.88514 1.32486
H 1.32300 -0.40981 -1.37605
H 0.20737 -1.66739 -0.83209
H -0.50411 -0.20986 1.05004
H 0.36594 1.92162 1.00809
H -0.56343 1.36711 -1.63087
H -2.69389 2.25535 -0.38162
H -2.40412 -0.39690 0.02905

---

7.
17
Properties=species:S:1:pos:R:3 method="wB97M-V/def2-TZVPD" max_force_ev_per_a=1.518 lumo_ev="0.7 / 0.3" e_above_lowest_kcal_mol=134.1 orbital_gap_ev="8.41 / 7.67" charge=0
O -2.05467 1.24089 1.59627
C -1.23726 0.87312 0.50141
C 0.15764 0.77362 0.90754
C 1.02976 -0.38591 0.74857
C 1.72863 -0.66873 -0.64971
O 0.83215 -0.40399 -1.68559
C -0.44513 -0.75911 -1.46941
H -2.72027 1.86317 1.27955
H -1.46946 -0.13694 0.01381
H -1.43697 1.54922 -0.34713
H 0.49019 1.56292 1.58085
H 1.83923 -0.36789 1.49009
H 0.41963 -1.29351 0.90712
H 2.03598 -1.72334 -0.64964
H 2.60343 -0.03578 -0.82446
H -0.64660 -1.80619 -1.22865
H -1.12628 -0.28156 -2.17063

---

8.
17
Properties=species:S:1:pos:R:3 method="wB97M-V/def2-TZVPD" max_force_ev_per_a=0.371 lumo_ev=0.5 e_above_lowest_kcal_mol=156.7 orbital_gap_ev=7.23 charge=0
C 0.63343 0.34465 -0.42785
C -0.17539 1.57112 -0.71004
C -1.38861 -0.91600 0.58760
C 0.28331 -0.85380 0.17297
C 0.89986 -2.04368 0.33050
O 1.97039 0.51057 -0.66650
O 0.41704 2.72642 -0.06177
H 2.15756 1.46136 -0.65957
H 0.36109 2.59236 0.89315
H -1.05518 -0.55034 -0.60793
H -0.12917 1.82862 -1.77009
H -1.22512 1.45945 -0.44021
H -1.96463 -0.02090 0.83614
H -1.08456 -1.31473 1.58227
H -1.99885 -1.72894 0.17571
H 0.50480 -2.79565 0.99804
H 1.79403 -2.27053 -0.23242

---

9.
17
Properties=species:S:1:pos:R:3 method="wB97M-V/def2-TZVPD" max_force_ev_per_a=4.832 lumo_ev=0.8 e_above_lowest_kcal_mol=106.4 orbital_gap_ev=10.32 charge=0
O -0.74227 1.93375 0.97736
C -0.04503 1.90803 -0.24385
C 0.66085 0.62482 -0.54820
C -0.19013 -0.58933 -0.21530
C 0.42783 -1.98395 -0.39795
O 0.10725 -2.35657 0.94651
C -0.30081 -1.01239 1.25701
H -1.37061 2.01772 0.11357
H 0.50311 2.82726 -0.44088
H -0.96800 1.97369 -1.07308
H 1.59871 0.59260 0.01695
H 0.90260 0.67044 -1.61548
H -1.17329 -0.51081 -0.69631
H 1.51392 -1.97304 -0.57435
H -0.04503 -2.64205 -1.13675
H -1.29485 -0.97132 1.71263
H 0.41575 -0.50885 1.91812

---

10.
17
Properties=species:S:1:pos:R:3 method="wB97M-V/def2-TZVPD" max_force_ev_per_a=0.364 lumo_ev=0.8 e_above_lowest_kcal_mol=76.3 orbital_gap_ev=10.55 charge=0
O 0.09273 -1.84593 0.73232
C 0.76167 -0.68883 1.17253
C -0.09130 0.52583 1.44573
C 0.67370 1.32585 0.69547
C 1.52375 0.20924 0.13881
H 0.75369 -2.53626 0.59538
H 1.39928 -0.92591 2.03592
H -0.94982 0.68234 2.09231
H 0.72374 2.40273 0.55626
H 2.61099 0.28994 0.24546
H 1.26301 -0.03548 -0.89518
C -1.56005 -0.22515 -1.57312
O -0.94652 1.04667 -1.68994
H -2.65400 -0.14304 -1.51077
H -1.20124 -0.81010 -0.71499
H -1.30062 -0.77215 -2.48238
H -1.09666 1.51305 -0.85900